No. 1
Molecular formula: C51H124N8O15
Method: DFT, wB97M-V/def2-TZVPD

Summary:
SMILES: CC1(C)CCCC(C)(C)N1O.COCCNCCOC.COCCNCCOC.COCCNCCOC.COCCNCCOC.COCCNCCOC.COCCNCCOC.COCCNCCOC
Molar mass: 1089.6 g mol⁻¹
Total charge: 0
LUMO level: 0.3 eV
HOMO-LUMO gap: 8.32 eV
Calculated total energy: -97512.87491 eV

Each line ends with the Mulliken charge.
CARTESIAN COORDINATES (ANGSTROEM)
C  4.3450  11.0304  4.9917  -0.766
O  3.4157  10.2827  5.6582  -0.390
C  3.4603  8.8541  5.5849  -0.694
C  3.1078  8.4517  4.1358  0.163
N  1.7216  8.9573  3.9411  -0.213
C  1.2218  8.9205  2.5475  -1.137
C  0.6247  7.6047  2.0845  0.398
O  -0.7134  7.2312  2.3538  -0.410
C  -0.9759  6.7485  3.5890  -0.648
H  4.5668  11.6700  5.8460  0.290
H  3.9249  11.6203  4.1771  0.233
H  5.2324  10.5464  4.5838  0.367
H  2.6709  8.4800  6.2369  0.332
H  4.4032  8.4311  5.9313  0.399
H  3.1038  7.3726  3.9825  -0.231
H  3.7877  8.9565  3.4494  0.274
H  1.5201  9.8512  4.3659  0.275
H  2.1040  9.2308  1.9876  0.437
H  0.4579  9.6644  2.3217  0.455
H  1.3917  6.8571  2.2869  -0.223
H  0.6688  7.6510  0.9964  0.354
H  -0.8680  7.6066  4.2523  0.375
H  -0.3212  5.9508  3.9401  0.144
H  -2.0207  6.5044  3.7813  0.284
C  4.3099  -4.3790  -5.8543  -0.714
O  4.2118  -3.0855  -5.1462  -0.359
C  3.4380  -3.0785  -3.9077  -0.312
C  3.5699  -1.7371  -3.2915  -0.391
N  3.1699  -0.6074  -4.1360  0.288
C  3.2214  0.7585  -3.6384  -0.824
C  4.5792  1.4217  -3.4065  -0.126
O  5.5944  0.9609  -4.2368  -0.450
C  5.6866  1.6030  -5.5395  -0.737
H  4.7969  -5.0566  -5.1530  0.320
H  4.9691  -4.3941  -6.7222  0.250
H  3.2639  -4.6777  -5.9235  0.225
H  3.8110  -3.9370  -3.3491  0.523
H  2.3945  -3.2286  -4.1844  -0.079
H  4.5816  -1.6887  -2.8888  0.295
H  2.8299  -1.8948  -2.5069  0.085
H  3.8254  -0.6534  -4.9030  0.396
H  2.4852  0.9073  -2.8485  0.128
H  2.8114  1.4689  -4.3564  0.215
H  4.8952  1.0470  -2.4329  -0.193
H  4.5688  2.5111  -3.3720  0.587
H  6.2951  1.0223  -6.2328  0.272
H  6.2042  2.5586  -5.4564  0.312
H  4.6933  1.6892  -5.9801  0.317
C  -2.1924  -12.6690  -4.9677  -0.719
O  -1.9869  -11.2398  -4.9473  -0.342
C  -2.1787  -10.6148  -3.5935  -0.678
C  -2.0846  -9.1180  -3.7018  -0.440
N  -0.6742  -8.6097  -4.0434  -0.421
C  -0.6270  -7.1815  -4.1584  -0.447
C  -0.6653  -6.3594  -2.8383  -0.760
O  -0.8094  -4.9921  -3.1224  0.105
C  -0.7569  -4.0319  -2.0542  -1.025
H  -3.2682  -12.8407  -5.0048  0.286
H  -1.9674  -13.0656  -3.9777  0.311
H  -1.6446  -13.1105  -5.8002  0.229
H  -1.4138  -11.0454  -2.9473  0.362
H  -3.0585  -11.0157  -3.0902  0.425
H  -2.2982  -8.7471  -2.6993  0.308
H  -2.7884  -8.6932  -4.4175  0.333
H  -0.5948  -8.9027  -5.0067  0.306
H  -1.5644  -6.8427  -4.5996  0.279
H  0.1572  -6.8844  -4.8548  0.334
H  0.1837  -6.4265  -2.1580  0.350
H  -1.4768  -6.6921  -2.1911  0.271
H  -1.2293  -3.0840  -2.3122  -0.027
H  0.2721  -3.8524  -1.7427  0.434
H  -1.3486  -4.2879  -1.1753  0.496
C  3.1425  4.0750  4.8712  -0.490
O  4.1894  4.2868  3.8672  -0.433
C  3.6666  4.3967  2.5469  0.006
C  4.6819  3.8313  1.4737  -0.965
N  4.8862  2.3845  1.4894  0.148
C  6.0194  1.9458  0.6794  -0.537
C  7.3544  2.7031  0.9355  -1.001
O  7.6487  3.0718  2.2668  -0.308
C  7.9112  2.0765  3.1963  -0.721
H  3.6278  4.2246  5.8357  0.268
H  2.6319  3.1209  4.7401  0.261
H  2.4831  4.9195  4.6711  0.100
H  3.3127  5.4102  2.3579  0.097
H  2.7140  3.8718  2.4753  0.157
H  5.6527  4.2729  1.6982  0.596
H  4.1624  4.1182  0.5594  0.217
H  4.9767  2.0257  2.4292  0.265
H  5.7199  2.0429  -0.3641  0.099
H  6.2142  0.9052  0.9387  0.568
H  7.3529  3.6119  0.3337  0.356
H  8.2123  2.1778  0.5157  0.518
H  7.0735  1.4503  3.5033  0.269
H  8.3781  2.4439  4.1102  0.250
H  8.6155  1.3290  2.8314  0.345
C  -3.0136  -0.2462  -3.4208  -0.579
O  -3.1463  -1.2122  -4.4644  -0.337
C  -3.6320  -2.5472  -3.9720  0.092
C  -3.6956  -3.5189  -5.1112  -0.923
N  -2.7269  -3.3298  -6.2546  -0.471
C  -1.3447  -3.5687  -5.9300  0.958
C  -0.3821  -2.7885  -6.9211  -0.934
O  -0.3882  -1.3140  -6.8851  -0.464
C  -0.0401  -0.7011  -5.6284  -0.430
H  -1.9840  0.0687  -3.2509  0.042
H  -3.3997  -0.6463  -2.4832  0.094
H  -3.7429  0.5469  -3.5857  0.530
H  -4.6889  -2.4403  -3.7278  0.297
H  -3.0659  -3.1575  -3.2682  0.160
H  -4.7233  -3.6027  -5.4647  0.354
H  -3.4836  -4.5216  -4.7401  0.247
H  -2.8085  -2.3622  -6.5324  0.380
H  -1.0101  -4.5842  -6.1415  0.083
H  -1.0780  -3.1896  -4.9434  -0.512
H  -0.4779  -3.1605  -7.9412  0.406
H  0.6556  -3.0151  -6.6762  0.357
H  0.9192  -0.2381  -5.8595  0.299
H  -0.0260  -1.3377  -4.7437  0.050
H  -0.7535  0.1013  -5.4402  0.288
C  -1.4168  -0.4721  5.2418  -0.616
O  -1.6849  -1.8673  5.6804  -0.382
C  -0.7282  -2.7348  5.0714  -0.287
C  -0.9158  -4.2561  5.4084  -0.593
N  -0.0881  -5.0336  4.4396  -0.359
C  -0.0704  -6.4862  4.6503  -0.825
C  -1.4182  -7.0268  4.9703  -0.389
O  -2.2887  -7.0873  3.9418  -0.268
C  -3.4972  -7.8106  4.2080  -0.779
H  -1.9133  0.3609  5.7395  0.407
H  -1.8072  -0.2484  4.2490  0.174
H  -0.3536  -0.2342  5.2109  0.265
H  0.2492  -2.4815  5.4821  0.293
H  -0.6949  -2.5850  3.9923  0.150
H  -1.9922  -4.3917  5.3026  0.303
H  -0.5969  -4.3659  6.4449  0.303
H  -0.5774  -4.8534  3.5746  0.297
H  0.5862  -6.8550  5.4384  0.354
H  0.3866  -6.8738  3.7398  0.384
H  -1.8269  -6.3825  5.7488  0.351
H  -1.2705  -8.0269  5.3778  0.388
H  -3.8921  -7.4323  5.1509  0.330
H  -3.2857  -8.8574  4.4260  0.309
H  -4.1464  -7.8241  3.3325  0.234
C  -6.1240  -0.0927  -0.9461  -0.429
O  -6.4890  1.1963  -0.5500  -0.200
C  -7.9096  1.2184  -0.1785  -0.457
C  -8.2382  2.4656  0.6179  -1.006
N  -7.5783  2.7515  1.8624  -0.180
C  -6.1310  3.1332  1.6294  -0.322
C  -5.2779  3.7846  2.8024  -0.577
O  -4.9510  2.7975  3.7441  -0.261
C  -6.0189  2.4388  4.6864  -0.761
H  -6.1978  -0.8571  -0.1726  0.382
H  -5.0667  -0.0501  -1.2077  -0.256
H  -6.5646  -0.4951  -1.8582  0.391
H  -8.2532  0.4136  0.4713  0.344
H  -8.4296  1.1304  -1.1325  0.395
H  -9.3249  2.4400  0.6988  0.426
H  -8.2007  3.4085  0.0723  0.399
H  -7.6851  1.9670  2.4896  0.241
H  -6.1147  4.0094  0.9812  0.217
H  -5.5518  2.3166  1.1985  0.264
H  -5.8131  4.5811  3.3193  0.400
H  -4.3786  4.1963  2.3443  0.239
H  -5.5800  1.9165  5.5366  0.244
H  -6.7242  1.7197  4.2699  0.218
H  -6.6653  3.2958  4.8758  0.354
C  -0.7370  3.2588  -1.3568  -1.765
C  -0.4192  3.1335  0.2212  1.477
C  -1.7325  2.6667  0.9095  -1.604
C  -2.0970  1.1481  0.5825  -0.299
C  -0.9094  0.2639  1.2249  -1.127
C  0.4729  0.6503  0.6188  1.276
N  0.6244  2.0994  0.4588  0.886
O  1.8426  2.4653  -0.1945  -0.120
C  1.6226  0.1745  1.6714  -1.587
C  0.6270  -0.1140  -0.8038  -1.552
C  0.0913  4.5154  0.8267  -2.250
H  0.2355  3.5875  -1.7233  0.486
H  -1.4437  4.0353  -1.6496  0.388
H  -0.8878  2.3393  -1.9224  0.226
H  -1.5366  2.7724  1.9765  0.337
H  -2.5140  3.3548  0.5871  0.553
H  -2.2680  0.9758  -0.4801  -0.056
H  -3.0506  0.9055  1.0514  0.486
H  -1.2088  -0.7473  0.9493  0.566
H  -0.8721  0.3650  2.3095  -0.049
H  2.5342  0.6853  1.3614  0.365
H  1.3327  0.3273  2.7109  0.235
H  1.7372  -0.8865  1.4497  0.396
H  0.0200  0.3440  -1.5848  0.154
H  1.6540  -0.0483  -1.1630  0.196
H  0.5293  -1.1928  -0.6824  0.584
H  1.0494  4.8532  0.4319  0.563
H  0.2477  4.4356  1.9025  0.359
H  -0.4373  5.4524  0.6515  0.631
H  2.3931  2.6919  0.5586  0.009

No. 2
Molecular formula: C25H45BrCl2IN3O7S
Method: DFT, wB97M-V/def2-TZVPD

Summary:
Molar mass: 809.4 g mol⁻¹
Total charge: 0
LUMO level: 0.1 eV
HOMO-LUMO gap: 9.42 eV
Calculated total energy: -159474.86676 eV

Each line ends with the Mulliken charge.
CARTESIAN COORDINATES (ANGSTROEM)
C  3.1296  1.5841  3.3796  -1.454
C  3.2719  1.2702  1.8911  -0.374
C  2.3469  0.2078  1.2012  -1.248
I  2.4085  -1.3813  2.7091  0.196
C  1.1101  1.0368  0.4933  1.787
C  1.9727  1.8207  -0.5832  -1.655
O  1.8550  1.2413  -1.8724  -0.006
C  2.9911  0.5825  -2.3432  -0.708
O  4.0597  1.4934  -2.3706  -0.492
C  5.3050  0.8466  -2.5788  -0.511
C  5.8245  0.1137  -1.3422  0.164
O  7.1253  0.6161  -1.0825  -0.552
O  0.7350  1.8860  1.5720  -0.426
S  -0.2456  1.1848  2.7017  -0.107
O  -1.4512  1.9567  2.5704  -0.498
O  -0.4136  -0.3528  2.1714  0.038
C  -0.9112  -1.1900  1.0479  3.357
C  0.1609  -2.1109  0.3924  -1.571
C  1.2873  -1.7860  -0.5582  -1.843
O  2.2839  -2.4369  -0.5632  -0.575
C  -1.9070  -2.1812  1.7499  -1.844
C  -1.6581  -3.7002  2.0044  0.386
N  -0.5317  -3.9022  2.9195  -0.631
N  -2.8468  -4.2030  2.7078  -0.687
N  -1.5859  -4.5207  0.8031  -0.408
C  -1.5162  -0.2169  -0.0123  0.584
C  -1.7287  -0.9570  -1.3846  -3.333
C  -2.6710  -2.1545  -1.4661  0.140
C  -4.1640  -1.9299  -1.5697  -1.602
Br  -2.1085  -3.1430  -3.1077  -0.131
C  -2.9380  0.3834  0.3243  0.136
Cl  -3.6741  1.0283  -1.1350  -0.148
C  -3.8228  0.5277  1.3342  0.792
C  -5.1798  1.1558  1.1357  -1.623
Cl  -3.6700  0.0594  2.9998  -0.205
C  -0.3153  0.8520  -0.3434  0.437
C  -0.8735  2.3186  -0.5133  -2.656
C  -1.2037  2.8600  -1.9276  0.832
C  -2.3221  3.9138  -1.8154  -1.757
C  -0.0213  3.5244  -2.6586  -1.659
H  2.1211  1.4607  3.7628  0.279
H  3.4005  2.6278  3.5461  0.428
H  3.8014  0.9829  3.9874  0.438
H  4.2860  0.8971  1.7266  0.419
H  3.2110  2.2115  1.3669  0.316
H  2.9340  -0.2580  0.4182  0.341
H  3.0167  1.8502  -0.3285  0.662
H  1.6497  2.8528  -0.6247  0.185
H  2.7472  0.2132  -3.3429  0.463
H  3.2590  -0.2748  -1.7096  0.464
H  6.0227  1.6186  -2.8443  0.430
H  5.2374  0.1644  -3.4326  0.258
H  5.1463  0.3151  -0.5056  -0.214
H  5.8391  -0.9687  -1.4935  0.314
H  7.5553  0.0553  -0.4294  0.327
H  -0.4594  -2.7620  -0.2176  0.375
H  0.6180  -2.7371  1.1432  1.131
H  1.1422  -1.0439  -1.3414  0.724
H  -2.8867  -2.0780  1.2899  0.065
H  -1.9801  -1.8190  2.7646  0.777
H  0.2261  -4.3867  2.4588  0.381
H  -0.1500  -3.0266  3.2596  0.263
H  -2.7186  -4.0644  3.6997  0.335
H  -3.6983  -3.7449  2.4107  0.286
H  -1.8843  -5.4512  1.0682  0.375
H  -0.6530  -4.5855  0.4167  0.186
H  -0.7709  -1.3084  -1.7180  0.707
H  -1.9862  -0.2301  -2.1498  1.568
H  -2.4697  -2.9109  -0.7174  -0.025
H  -4.5556  -1.5226  -0.6371  0.296
H  -4.4046  -1.2457  -2.3803  0.356
H  -4.6518  -2.8795  -1.7774  0.551
H  -5.0773  2.2076  0.8682  0.290
H  -5.7295  0.6633  0.3342  0.317
H  -5.7530  1.0840  2.0519  0.541
H  -0.0174  0.5551  -1.3364  0.766
H  -0.2001  3.0276  -0.0481  1.503
H  -1.7553  2.4141  0.1123  0.584
H  -1.5415  2.0569  -2.5835  0.062
H  -2.9802  3.7533  -0.9672  0.378
H  -1.8819  4.9066  -1.7004  0.460
H  -2.9249  3.9366  -2.7233  0.362
H  -0.3958  4.3131  -3.3132  0.594
H  0.6674  3.9981  -1.9622  0.334
H  0.5374  2.8345  -3.2824  0.206

No. 3
Molecular formula: C5H8S
Method: DFT, wB97M-V/def2-TZVPD

Summary:
Molar mass: 100.2 g mol⁻¹
Total charge: 0
LUMO level (spin up / spin down): -0.6 / -0.6 eV
HOMO-LUMO gap (spin up / spin down): 7.88 / 7.88 eV
Calculated total energy: -16145.76081 eV

Each line ends with the Mulliken charge.
CARTESIAN COORDINATES (ANGSTROEM)
C  -0.6332  -1.3778  0.2018  -0.575
C  -1.8547  -1.6520  -0.1434  -0.428
C  -0.3480  0.0978  0.0619  0.622
C  0.1473  0.4065  -1.3463  -1.039
C  0.2975  0.9005  1.2995  -1.255
S  -2.1996  0.7601  -0.0538  -0.211
H  0.1324  -1.9674  0.5895  0.403
H  -2.6395  -2.3449  -0.2154  0.447
H  -0.1727  1.4893  -1.5253  0.285
H  -0.2198  -0.2670  -2.1349  0.327
H  1.2457  0.3026  -1.5028  0.330
H  1.2986  0.8918  1.4553  0.387
H  -0.2878  0.3595  2.0105  0.389
H  -0.0655  1.9382  1.2779  0.319